# 1
ORCA calculation (ωB97M-V/def2-TZVPD) on a cluster of 4 separate species, C68H63BrN4O10P3 in total in a non-equilibrium geometry.

The LUMO energy is -3.6 eV. As for the molar mass: 1269.1 g mol⁻¹. The calculation puts the HOMO-LUMO gap at 7.016 eV. The calculation puts the energy at -7198.384192 hartree.

```
! RIJCOSX wB97M-V def2-TZVPD def2/J DEFGRID3
* xyz 1 1
C 4.94 3.76 5.71
C 4.97 3.94 4.41
N 3.73 4.03 3.66
C 3.55 5.13 2.85
N 3.58 6.40 3.20
Br 3.20 7.67 1.86
P 3.89 6.94 4.86
C 2.25 7.59 5.36
C 5.05 8.36 4.78
C 4.48 9.75 4.44
N 3.20 4.78 1.55
C 4.17 4.98 0.51
C 5.54 4.78 0.68
C 6.39 5.00 -0.40
C 5.91 5.40 -1.64
C 4.55 5.61 -1.80
C 3.69 5.39 -0.73
C 2.58 3.42 1.71
C 1.20 3.69 2.36
O 0.16 2.87 1.90
C -0.83 3.51 1.16
C -0.46 4.23 0.03
C -1.40 4.87 -0.78
C -0.98 5.62 -2.02
C -2.73 4.76 -0.41
C -3.09 4.05 0.73
C -2.15 3.40 1.56
C -2.70 2.68 2.78
C -3.37 3.68 3.74
C -1.74 1.80 3.58
P 2.64 2.29 0.24
N 1.86 0.94 0.42
C 3.63 2.87 2.70
C 3.38 1.51 3.34
P 4.51 0.27 2.65
O 5.45 0.83 1.66
O 5.29 -0.29 3.92
O 3.73 -0.97 2.03
H 5.82 3.87 6.33
H 4.00 3.51 6.18
H 5.92 3.96 3.89
H 2.03 8.58 4.97
H 2.28 7.61 6.45
H 1.49 6.87 5.08
H 5.86 8.06 4.11
H 5.47 8.40 5.78
H 5.27 10.48 4.58
H 3.69 9.98 5.14
H 4.13 9.79 3.42
H 5.93 4.46 1.63
H 7.46 4.84 -0.29
H 6.58 5.58 -2.47
H 4.15 5.94 -2.75
H 2.63 5.56 -0.85
H 1.28 3.57 3.45
H 0.96 4.73 2.18
H 0.59 4.32 -0.24
H -0.74 4.93 -2.82
H -1.82 6.22 -2.35
H -0.14 6.27 -1.82
H -3.48 5.23 -1.02
H -4.13 4.00 1.00
H -3.50 2.04 2.42
H -3.91 4.44 3.20
H -2.62 4.15 4.37
H -4.11 3.16 4.34
H -1.04 2.44 4.12
H -2.31 1.29 4.35
H -1.17 1.11 2.98
H 4.02 2.12 0.03
H 2.16 2.97 -0.89
H 1.36 0.91 1.30
H 4.63 2.82 2.26
H 2.34 1.19 3.32
H 3.62 1.58 4.40
H 6.09 -0.72 3.58
H 2.77 -0.86 2.13
C 3.32 -2.25 -3.34
C 3.02 -1.12 -2.59
C 3.36 0.13 -3.06
C 4.03 0.27 -4.27
C 4.35 -0.87 -5.02
C 3.98 -2.13 -4.55
C 5.09 -0.76 -6.30
O 5.37 -1.74 -6.95
C 5.50 0.61 -6.75
C 6.24 0.74 -7.92
C 6.62 1.99 -8.37
C 6.25 3.13 -7.65
C 5.51 3.00 -6.49
C 5.14 1.74 -6.03
C 4.37 1.63 -4.76
O 4.05 2.62 -4.13
H 3.04 -3.23 -2.98
H 2.51 -1.21 -1.64
H 3.12 1.01 -2.48
H 4.22 -3.00 -5.14
H 6.53 -0.15 -8.47
H 7.20 2.09 -9.27
H 6.54 4.11 -8.01
H 5.22 3.88 -5.93
C -5.50 -5.48 -2.76
C -5.47 -5.21 -1.40
C -4.25 -5.08 -0.75
C -3.07 -5.23 -1.46
C -3.10 -5.53 -2.82
C -4.33 -5.64 -3.47
C -1.85 -5.74 -3.59
O -1.87 -5.99 -4.78
C -0.55 -5.64 -2.86
C 0.63 -5.88 -3.55
C 1.85 -5.78 -2.89
C 1.88 -5.43 -1.54
C 0.71 -5.19 -0.85
C -0.51 -5.30 -1.51
C -1.77 -5.07 -0.74
O -1.74 -4.76 0.43
H -6.46 -5.58 -3.27
H -6.39 -5.10 -0.85
H -4.22 -4.86 0.31
H -4.35 -5.86 -4.53
H 0.60 -6.15 -4.59
H 2.77 -5.98 -3.42
H 2.83 -5.35 -1.03
H 0.73 -4.92 0.19
C -6.02 -9.48 0.67
C -6.14 -8.47 -0.29
C -7.37 -7.89 -0.54
C -8.49 -8.32 0.16
C -8.38 -9.34 1.10
C -7.14 -9.91 1.36
C -9.58 -9.84 1.83
O -9.48 -10.72 2.66
C -10.90 -9.23 1.51
C -12.04 -9.71 2.14
C -13.27 -9.15 1.86
C -13.37 -8.09 0.96
C -12.24 -7.61 0.33
C -11.00 -8.18 0.60
C -9.80 -7.66 -0.11
O -9.88 -6.74 -0.90
H -5.06 -9.92 0.87
H -5.26 -8.14 -0.84
H -7.46 -7.11 -1.28
H -7.06 -10.69 2.10
H -11.96 -10.53 2.84
H -14.16 -9.53 2.35
H -14.34 -7.65 0.76
H -12.31 -6.79 -0.37
*
```

Atom charges from the Mulliken analysis, given in e for atoms 1 to 4: number 1, C, carries -0.9502; number 2, C, carries 0.0060; number 3, N, carries 0.5607; number 4, C, carries -0.2086


# 2
ORCA calculation (ωB97M-V/def2-TZVPD) on a structure of composition C68H63N5O5PbS4Sb.

The LUMO energy (alpha / beta) is 3.7 / 3.7 eV. As for the molar mass: 1487.5 g mol⁻¹. The expectation value of S² is 0.755. The calculation puts the HOMO-LUMO gap (alpha / beta) at 4.856 / 5.524 eV. As for the energy relative to the best compared isomer or geometry (same formula, charge and spin): 22.28 kcal per mole. The calculation puts the energy at -5304.849598 hartree.

```
! RIJCOSX wB97M-V def2-TZVPD def2/J DEFGRID3
* xyz -2 2
Pb 0.04 -0.46 0.43
S -2.92 -0.71 0.89
C -3.45 0.57 -0.14
N -4.69 0.46 -0.78
C -5.15 1.58 -1.57
C -3.97 2.13 -2.36
N -3.02 2.63 -1.39
C -2.13 3.70 -1.82
C -1.01 3.27 -2.75
C 0.29 3.15 -2.27
C 1.32 2.71 -3.09
C 1.05 2.37 -4.41
C -0.24 2.50 -4.91
C -1.26 2.96 -4.08
C -2.67 1.76 -0.35
S -1.32 2.15 0.62
C -5.26 -0.84 -1.14
C -4.95 -1.24 -2.56
C -3.71 -1.80 -2.86
C -3.38 -2.13 -4.17
C -4.28 -1.90 -5.20
C -5.53 -1.35 -4.91
C -5.86 -1.03 -3.60
H -5.53 2.37 -0.92
H -5.94 1.26 -2.24
H -4.28 2.95 -3.01
H -3.55 1.33 -2.97
H -1.71 4.15 -0.93
H -2.76 4.44 -2.32
H 0.49 3.37 -1.22
H 2.32 2.60 -2.69
H 1.84 1.99 -5.05
H -0.46 2.24 -5.94
H -2.26 3.07 -4.48
H -6.35 -0.80 -0.99
H -4.84 -1.55 -0.44
H -3.00 -1.95 -2.07
H -2.41 -2.57 -4.38
H -4.02 -2.14 -6.22
H -6.24 -1.18 -5.71
H -6.84 -0.62 -3.38
C -5.21 -5.65 -1.87
C -4.07 -6.05 -0.93
C -4.36 -5.50 0.46
C -4.03 -7.59 -0.84
C -2.73 -5.54 -1.48
C -2.20 -6.09 -2.66
C -0.95 -5.73 -3.14
C -0.20 -4.81 -2.43
S 1.44 -4.30 -2.64
C 1.32 -3.34 -1.15
N 0.14 -3.34 -0.62
C -0.73 -4.19 -1.29
C -1.99 -4.56 -0.82
C 2.51 -2.71 -0.54
C 3.78 -3.20 -0.89
C 4.90 -2.80 -0.17
C 4.73 -1.95 0.92
C 3.47 -1.45 1.22
C 2.32 -1.76 0.48
H -6.17 -6.03 -1.49
H -5.06 -6.05 -2.88
H -5.28 -4.57 -1.95
H -5.30 -5.92 0.83
H -4.46 -4.41 0.46
H -3.57 -5.76 1.17
H -4.93 -7.95 -0.35
H -3.16 -7.91 -0.25
H -3.96 -8.06 -1.82
H -2.78 -6.82 -3.21
H -0.56 -6.20 -4.04
H -2.35 -4.07 0.08
H 3.89 -3.91 -1.71
H 5.88 -3.18 -0.43
H 5.58 -1.67 1.53
H 3.38 -0.79 2.08
O 1.59 0.55 -1.54
N 1.59 -0.06 -2.69
C 2.77 -0.21 -3.35
C 2.84 -0.78 -4.60
C 1.66 -1.23 -5.20
C 0.47 -1.11 -4.51
C 0.41 -0.54 -3.22
S -1.02 -0.38 -2.31
H 3.63 0.17 -2.81
H 3.80 -0.87 -5.08
H 1.68 -1.67 -6.19
H -0.46 -1.45 -4.93
O 1.06 -2.24 3.56
C 0.14 -2.28 4.34
C -0.72 -1.17 4.78
C -1.51 -1.42 5.88
C -2.33 -0.45 6.42
C -2.41 0.82 5.80
C -1.66 1.10 4.70
C -0.72 0.14 4.14
O 0.00 0.46 3.18
N -3.08 -0.73 7.60
O -2.99 -1.84 8.13
O -3.81 0.15 8.07
H -0.13 -3.25 4.82
H -1.49 -2.40 6.34
H -3.09 1.56 6.21
H -1.74 2.05 4.20
C 4.06 5.09 3.34
C 2.56 4.96 3.50
C 1.90 5.93 4.25
C 0.53 5.89 4.46
C -0.22 4.87 3.89
C 0.42 3.90 3.13
C 1.80 3.92 2.93
Sb 2.50 2.19 1.79
C 3.42 3.37 0.19
C 3.01 4.69 0.00
C 3.40 5.43 -1.11
C 4.19 4.83 -2.08
C 4.59 3.51 -1.92
C 4.21 2.76 -0.81
C 4.61 1.31 -0.73
C 4.31 1.89 2.97
C 5.57 2.23 2.49
C 6.72 1.96 3.22
C 6.62 1.34 4.45
C 5.36 0.99 4.94
C 4.20 1.25 4.21
C 2.86 0.85 4.77
H 4.37 6.12 3.52
H 4.38 4.80 2.34
H 4.59 4.45 4.05
H 2.48 6.73 4.69
H 0.05 6.65 5.06
H -1.29 4.83 4.03
H -0.17 3.11 2.68
H 2.38 5.16 0.74
H 3.06 6.45 -1.23
H 4.49 5.39 -2.97
H 5.20 3.04 -2.69
H 5.46 1.09 -1.38
H 3.76 0.69 -1.02
H 4.88 1.01 0.29
H 5.66 2.75 1.54
H 7.69 2.25 2.83
H 7.51 1.11 5.03
H 5.28 0.49 5.90
H 2.96 0.38 5.75
H 2.36 0.14 4.09
H 2.19 1.71 4.86
*
```

Atom charges from the Mulliken analysis, given in e for atoms 1 to 4: number 1, Pb, carries 1.8232; number 2, S, carries -0.3124; number 3, C, carries 0.1992; number 4, N, carries 0.2430


# 3
ORCA calculation (ωB97M-V/def2-TZVPD) on a structure of composition C68H73N5O7S2SnTe in a non-equilibrium geometry.

The LUMO energy (alpha / beta) is -1.5 / -1.4 eV. As for the molar mass: 1382.8 g mol⁻¹. The calculation puts the HOMO-LUMO gap (alpha / beta) at 5.546 / 5.866 eV. As for the energy relative to the best compared isomer or geometry (same formula, charge and spin): 3.69 kcal per mole. The calculation puts the energy at -4714.149743 hartree.

```
! RIJCOSX wB97M-V def2-TZVPD def2/J DEFGRID3
* xyz 0 1
Sn -0.51 -1.26 -0.78
C -5.47 1.16 5.20
C -4.13 1.81 4.84
C -4.43 3.16 4.17
C -3.33 2.08 6.13
C -3.34 0.88 3.95
C -2.89 1.23 2.71
C -2.22 0.30 1.88
N -1.82 0.53 0.64
C -1.79 1.67 -0.04
C -1.59 2.96 0.49
C -1.63 4.07 -0.30
C -1.97 3.90 -1.66
C -2.10 2.68 -2.28
C -1.94 1.49 -1.49
O -2.00 0.31 -1.94
C -2.42 2.67 -3.78
C -1.55 3.68 -4.53
C -2.20 1.31 -4.44
C -3.90 3.05 -3.94
C -1.27 5.43 0.28
C -2.16 5.74 1.49
C 0.20 5.38 0.72
C -1.44 6.57 -0.72
C -2.08 -1.10 2.30
O -1.60 -1.95 1.51
C -2.53 -1.43 3.64
C -3.09 -0.45 4.40
C -2.49 -2.88 4.12
C -2.96 -3.04 5.57
C -3.42 -3.68 3.21
C -1.07 -3.47 4.03
H -6.09 1.85 5.78
H -5.33 0.25 5.78
H -6.01 0.90 4.29
H -4.99 3.79 4.85
H -5.03 3.01 3.27
H -3.51 3.68 3.90
H -3.92 2.71 6.80
H -2.40 2.60 5.90
H -3.09 1.16 6.64
H -3.10 2.20 2.29
H -1.30 3.03 1.53
H -2.09 4.79 -2.26
H -0.50 3.54 -4.28
H -1.82 4.71 -4.31
H -1.67 3.54 -5.60
H -1.17 0.99 -4.28
H -2.39 1.38 -5.51
H -2.86 0.56 -4.02
H -4.11 4.02 -3.51
H -4.54 2.31 -3.45
H -4.17 3.08 -5.00
H -2.03 5.01 2.28
H -3.21 5.74 1.19
H -1.92 6.72 1.89
H 0.35 4.63 1.50
H 0.51 6.34 1.11
H 0.84 5.11 -0.12
H -2.47 6.66 -1.05
H -0.80 6.44 -1.59
H -1.16 7.51 -0.25
H -3.43 -0.69 5.39
H -4.00 -2.73 5.68
H -2.34 -2.47 6.26
H -2.90 -4.08 5.85
H -4.44 -3.28 3.25
H -3.45 -4.72 3.50
H -3.08 -3.62 2.18
H -0.35 -2.82 4.53
H -0.78 -3.60 3.00
H -1.04 -4.44 4.52
C 5.03 4.03 -0.26
C 4.08 2.91 -0.58
C 3.51 2.77 -1.84
C 2.63 1.75 -2.14
C 2.10 1.60 -3.50
O 1.04 1.06 -3.76
C 2.95 2.12 -4.62
C 2.31 2.63 -5.75
C 3.04 3.05 -6.84
C 4.42 2.94 -6.83
C 5.06 2.42 -5.73
C 4.34 2.01 -4.62
C 2.22 0.81 -1.13
O 1.39 -0.11 -1.39
C 2.86 0.94 0.16
C 3.75 1.98 0.39
C 2.55 0.05 1.26
N 1.68 -0.89 1.18
C 1.39 -1.70 2.33
C 2.47 -2.72 2.71
Te 2.40 -4.54 1.48
C 3.71 -2.63 -0.99
C 4.85 -2.79 -0.22
C 6.01 -2.13 -0.59
C 6.02 -1.31 -1.71
C 4.89 -1.20 -2.49
C 3.72 -1.85 -2.14
C 3.32 0.26 2.53
C 2.69 0.82 3.63
C 3.36 0.90 4.85
C 4.65 0.43 4.96
C 5.29 -0.10 3.85
C 4.63 -0.19 2.64
H 5.21 4.64 -1.14
H 5.99 3.63 0.08
H 4.63 4.66 0.53
H 3.75 3.51 -2.60
H 1.23 2.69 -5.75
H 2.53 3.46 -7.70
H 4.99 3.25 -7.70
H 6.14 2.32 -5.73
H 4.84 1.60 -3.76
H 4.20 2.07 1.37
H 0.48 -2.25 2.09
H 1.20 -1.07 3.20
H 2.27 -3.08 3.72
H 3.46 -2.26 2.70
H 4.85 -3.43 0.66
H 6.91 -2.23 0.00
H 6.92 -0.76 -1.96
H 4.90 -0.59 -3.39
H 2.82 -1.72 -2.71
H 1.68 1.20 3.54
H 2.85 1.31 5.70
H 5.17 0.47 5.91
H 6.31 -0.46 3.93
H 5.12 -0.60 1.77
O 3.57 -5.66 -0.86
S 2.25 -5.32 -1.32
O 1.16 -5.89 -0.57
O 2.07 -5.18 -2.73
S 2.12 -3.30 -0.52
C -1.54 -3.24 -5.16
C -1.20 -2.44 -4.08
N -0.83 -2.95 -2.91
C -0.81 -4.26 -2.75
C -1.15 -5.16 -3.77
C -1.50 -4.62 -5.00
C -1.08 -6.60 -3.56
C -1.48 -7.27 -2.48
C -2.20 -6.71 -1.34
C -2.22 -7.37 -0.11
C -2.96 -6.78 0.90
N -3.64 -5.65 0.72
C -3.55 -5.11 -0.48
N -2.89 -5.58 -1.51
H -1.81 -2.80 -6.10
H -1.21 -1.36 -4.12
H -0.47 -4.63 -1.79
H -1.76 -5.27 -5.82
H -0.64 -7.15 -4.38
H -1.30 -8.34 -2.42
H -1.68 -8.29 0.05
H -3.03 -7.21 1.89
H -4.08 -4.18 -0.63
*
```

Atom charges from the Mulliken analysis, given in e for atoms 1 to 4: number 1, Sn, carries 2.3018; number 2, C, carries -1.7468; number 3, C, carries 2.0639; number 4, C, carries -2.2155